# 1
81
Properties=species:S:1:pos:R:3:forces:R:3:lowdin_spin:R:1 method="wB97M-V/def2-TZVPD" orbital_gap_ev="6.713 / 2.240" spin_multiplicity=5 de_lowest_ev=0.000 s2=6.027 total_charge=+2
Pd -0.0185 2.0535 -5.2658 -0.4 3.4 4.4 0.69
C -0.6230 -2.0924 0.8118 -0.7 1.3 1.1 0.28
C 0.7249 -2.2941 0.4015 2.5 1.5 1.2 0.12
C 0.7141 -0.7579 2.1165 -2.0 -0.1 -0.1 0.28
C -0.6340 -1.1069 1.8285 0.6 -0.3 -0.3 0.00
C 1.5457 -1.4457 1.1881 -0.9 -2.1 -2.2 0.12
C -1.8125 -2.8022 0.2870 -0.3 -0.2 0.1 0.05
H -1.5341 -3.7646 -0.1482 -0.1 0.0 0.0 0.00
H -2.3347 -2.2221 -0.4911 0.0 -0.1 0.2 0.02
H -2.5331 -2.9928 1.0943 0.1 0.1 -0.3 0.01
C -1.8429 -0.5970 2.5152 -0.5 0.0 0.3 -0.01
H -2.6770 -0.4860 1.8021 0.2 0.0 0.3 0.00
H -1.6386 0.3852 2.9585 -0.2 -0.2 0.0 0.00
H -2.1749 -1.2787 3.3189 0.0 0.3 -0.2 0.00
C 1.1823 0.0599 3.2480 0.0 0.3 0.3 0.05
H 1.6775 -0.5658 4.0042 0.0 0.1 -0.2 0.02
H 0.3491 0.5655 3.7438 0.1 0.0 0.0 0.00
H 1.9092 0.8178 2.9350 0.1 -0.1 0.1 0.01
C 3.0094 -1.3440 1.1167 0.7 0.0 0.1 0.01
H 3.4836 -1.9655 1.8862 0.1 0.1 -0.1 0.01
H 3.3447 -0.3152 1.2821 0.1 0.0 0.0 0.00
H 3.3991 -1.6718 0.1497 0.0 0.0 0.1 0.00
C 1.2019 -3.2666 -0.5984 0.1 -0.3 -0.4 0.01
H 1.5867 -4.1854 -0.1340 -0.1 0.1 -0.1 0.01
H 2.0146 -2.8235 -1.1786 0.0 -0.2 -0.1 0.00
H 0.3968 -3.5568 -1.2807 0.2 0.0 0.0 0.00
C -1.6103 1.4800 -6.2532 -2.6 0.0 -1.0 0.29
C -2.0486 0.1309 -5.7475 0.1 -0.8 -0.8 0.16
C -1.3082 -0.9977 -6.4883 -0.4 -0.4 0.4 0.02
C 0.2133 -0.8905 -6.4476 0.1 -0.1 0.3 0.01
C 0.8325 0.3943 -5.9043 2.0 -1.1 -1.6 0.06
C 1.1392 1.4989 -6.7687 1.6 -1.6 -0.8 0.13
C 0.2872 1.7929 -7.9838 0.3 0.1 -0.4 0.02
C -1.2303 1.5505 -7.7555 -0.2 0.4 0.2 0.03
H -1.6353 -0.9953 -7.5367 -0.2 0.0 0.5 0.01
H 0.6094 -1.0746 -7.4598 -0.1 0.2 0.4 0.00
H -1.6073 -1.9690 -6.0819 -0.1 0.2 -0.4 0.00
H -1.5457 0.6808 -8.3391 -0.1 0.2 0.2 0.00
H -2.4029 2.2162 -6.0382 0.2 -0.1 -0.1 0.03
H -3.1357 0.0180 -5.9471 0.2 -0.2 0.5 0.03
H -1.7882 2.4081 -8.1520 0.2 -0.3 -0.1 0.00
H 0.4379 2.8526 -8.2517 0.1 -0.4 0.0 0.00
H 2.1590 1.9051 -6.7504 -0.5 0.2 0.1 0.01
H 0.6310 1.1950 -8.8411 0.0 0.2 0.1 0.00
H 0.6121 -1.7118 -5.8315 -0.1 0.2 -0.2 0.00
H 1.5062 0.1913 -5.0652 0.4 0.0 -0.5 0.01
P -2.0426 -0.2512 -3.8356 -1.4 -1.3 -2.4 0.59
P 1.3501 2.7867 -0.8747 -2.0 -1.5 -1.1 0.01
C 0.0585 3.5074 -3.6043 -0.3 0.2 0.6 0.48
C 1.0918 3.6775 -2.4916 1.2 0.6 0.6 0.08
H -0.9750 3.5644 -3.2409 0.3 -0.1 -0.3 0.04
H 0.2464 4.3121 -4.3418 0.0 -0.4 0.1 0.03
H 2.0859 3.6242 -2.9597 0.0 0.3 0.2 0.00
H 0.9582 4.7012 -2.0839 0.2 -0.1 -0.4 0.02
C 2.5739 3.5084 0.2328 0.5 0.3 -0.1 0.00
H 2.8585 2.7916 1.0223 -0.2 0.1 -0.5 0.00
H 2.1859 4.4055 0.7374 -0.1 -0.2 -0.3 0.00
H 3.4761 3.7951 -0.3285 -0.2 -0.2 0.2 0.00
C 1.6524 1.0579 -1.3074 0.7 0.1 0.0 0.01
H 2.6145 0.9521 -1.8259 -0.2 0.0 0.0 0.00
H 0.8441 0.7207 -1.9675 0.1 0.2 0.1 0.01
H 1.6557 0.4198 -0.4208 -0.1 0.0 0.1 0.00
C -3.7985 -0.1159 -3.3930 0.0 0.9 0.9 0.07
H -4.2684 -1.1026 -3.3071 0.2 0.3 0.0 0.01
H -4.3520 0.5086 -4.1051 0.2 0.0 0.2 0.00
H -3.8125 0.3658 -2.4022 -0.5 -0.1 -0.2 0.01
C -1.8501 -2.0667 -3.6214 0.9 0.2 0.6 0.08
H -1.4153 -2.2022 -2.6206 -0.2 -0.3 -0.1 0.01
H -1.1760 -2.5331 -4.3461 -0.1 0.2 0.3 0.00
H -2.8419 -2.5298 -3.6551 0.3 0.1 0.0 0.01
C -2.6252 3.5655 1.1762 0.3 0.0 0.0 0.00
C -1.4944 3.3055 1.9676 0.0 -0.1 -0.1 0.00
C -0.2782 2.9905 1.3512 -0.3 0.1 -0.1 0.00
C -0.2367 2.8050 -0.0416 -0.1 -0.1 0.8 0.00
C -1.4337 2.7562 -0.7709 -0.1 0.6 0.1 0.00
C -2.5961 3.2876 -0.1962 0.1 -0.5 0.0 0.00
H -3.5300 3.9772 1.6287 0.3 -0.2 -0.1 0.00
H -1.5517 3.3527 3.0599 0.0 0.2 -0.5 0.00
H 0.6347 2.8532 1.9473 -0.5 0.3 -0.2 0.00
H -1.4301 2.3505 -1.7852 -0.1 0.5 0.2 0.01
H -3.4736 3.4753 -0.8264 0.3 -0.3 0.4 0.00

# 2
101
Properties=species:S:1:pos:R:3:forces:R:3:mulliken_charge:R:1 method="wB97M-V/def2-TZVPD" orbital_gap_ev=7.771 total_charge=+1
C 2.3564 0.8385 2.0065 -0.1 0.1 0.0 -1.25
C 2.1151 1.0920 0.5207 0.1 -0.1 0.2 0.54
C 2.1156 2.5696 0.1349 -0.2 -0.1 -0.4 -1.15
C 1.0284 3.3881 0.8026 0.3 0.2 0.2 -0.32
O -0.2172 2.7554 0.4902 0.1 0.0 0.1 -0.29
C -1.4041 3.1896 1.0658 -0.5 0.0 -0.4 0.55
C -1.7722 4.6520 0.7670 0.2 0.0 0.5 -1.36
C -1.1146 5.8320 1.5242 0.0 0.1 -0.1 -0.09
C -2.1039 6.9823 1.7705 0.0 0.1 -0.1 -1.46
O -0.5326 5.3965 2.7562 0.0 -0.2 0.0 -0.52
N -2.4044 2.3173 0.3075 0.0 0.0 0.2 0.79
C -3.0492 2.7304 -0.9424 -0.2 0.0 -0.3 -1.48
C -4.4741 3.2809 -0.7385 0.0 0.0 -0.1 -0.78
C -4.6962 4.6373 -1.4016 -0.2 0.0 0.0 -0.22
C -6.1404 5.1075 -1.2551 0.0 -0.1 0.0 -1.48
C -2.5657 1.1659 0.8702 0.0 0.2 -0.1 0.27
C -3.4262 0.0847 0.3394 -0.1 -0.2 -0.3 -1.46
C -2.5433 -1.0903 -0.1470 0.1 0.3 -0.2 -1.29
C -2.0490 -0.7669 -1.5575 0.0 -0.1 0.2 -0.25
S -1.0583 -2.1331 -2.1669 -0.1 -0.1 -0.1 -0.24
C -0.3539 -1.4382 -3.6308 0.0 0.0 -0.5 0.42
S -0.7352 0.0645 -4.1724 0.2 0.2 0.1 -0.31
N 0.5304 -2.2555 -4.3064 -0.1 -0.2 1.2 0.00
C 1.9001 -1.7325 -4.4585 0.0 0.1 -0.7 -1.08
C 2.7208 -2.0738 -3.2320 -0.1 -0.2 -0.1 -0.40
O 2.8514 -3.4866 -3.1685 0.0 0.0 0.3 -0.33
C 1.5879 -4.0744 -2.9053 -0.1 0.0 -0.1 -0.03
C 0.5669 -3.6944 -3.9818 0.2 -0.1 -0.1 -1.32
C -1.7454 1.0646 2.1077 -0.1 -0.2 0.0 -0.43
B -2.2014 0.0768 3.2828 0.1 -0.1 0.3 1.18
O -2.2447 -1.2461 2.9529 -0.2 0.1 0.0 -0.61
O -2.4760 0.5339 4.5446 -0.2 0.1 -0.5 -0.45
C -3.8397 0.4655 4.9826 0.1 0.0 0.2 -0.73
C -1.6315 2.5433 2.4866 0.2 -0.5 -0.1 0.74
O -0.6049 2.6557 3.3914 -0.1 0.2 0.2 -0.58
N -2.9534 2.9206 2.9864 0.0 1.1 0.1 -0.66
C -3.2681 3.8558 3.6947 0.4 -0.7 0.0 0.58
S -3.6914 4.9617 4.7014 -0.2 0.1 -0.1 -0.33
H 3.3333 1.2078 2.3241 0.0 0.0 0.0 0.38
H 2.3011 -0.2260 2.2391 0.1 0.0 0.0 0.38
H 1.6031 1.3376 2.6232 0.0 0.0 0.0 0.13
H 1.1596 0.6441 0.2296 0.0 0.0 -0.1 -0.34
H 2.8803 0.5806 -0.0679 0.0 0.0 0.0 0.41
H 3.0824 3.0342 0.3450 0.0 0.0 0.1 0.47
H 1.9703 2.6400 -0.9480 0.0 0.0 0.0 0.37
H 1.0426 4.4110 0.4109 -0.1 0.0 0.0 0.14
H 1.1678 3.4377 1.8816 -0.1 -0.1 0.0 0.43
H -1.5098 4.7840 -0.2835 -0.2 0.1 0.0 0.63
H -2.8538 4.7356 0.8746 0.0 0.0 0.0 0.35
H -0.3205 6.2337 0.8920 0.1 -0.2 0.0 0.51
H -2.2736 7.0909 2.8386 -0.1 -0.1 0.1 0.32
H -3.0656 6.8214 1.2821 0.0 0.0 0.0 0.26
H -1.7071 7.9271 1.3987 0.0 0.0 0.0 0.43
H 0.3150 5.8356 2.8762 -0.1 0.0 0.1 0.33
H -2.4179 3.4683 -1.4316 0.1 0.0 0.1 0.53
H -3.0573 1.8702 -1.6091 0.1 0.0 0.0 0.86
H -5.1873 2.5749 -1.1731 0.0 0.0 0.1 0.56
H -4.7046 3.3401 0.3294 0.0 0.0 0.0 0.33
H -4.4558 4.5586 -2.4656 0.1 0.0 0.0 0.34
H -4.0254 5.3840 -0.9664 0.1 0.0 -0.1 0.26
H -6.2645 6.1274 -1.6168 0.0 0.0 0.0 0.40
H -6.4615 5.0781 -0.2116 0.0 0.0 0.0 0.35
H -6.8165 4.4702 -1.8280 0.0 0.0 0.0 0.36
H -4.1199 -0.2313 1.1215 0.2 0.0 0.1 0.47
H -4.0370 0.4359 -0.4918 0.0 0.0 0.1 0.47
H -3.1148 -2.0159 -0.1046 0.0 0.0 0.0 0.63
H -1.6749 -1.1900 0.5039 -0.1 -0.2 0.1 0.57
H -2.8706 -0.5634 -2.2448 0.0 0.0 0.0 0.57
H -1.3901 0.1039 -1.5283 -0.1 0.1 -0.1 0.05
H 1.8747 -0.6699 -4.6876 -0.1 0.0 0.1 0.51
H 2.3510 -2.2501 -5.3088 0.0 0.1 0.0 0.36
H 2.2200 -1.7163 -2.3211 0.1 0.1 0.0 0.30
H 3.7221 -1.6500 -3.2915 0.0 0.0 0.0 0.45
H 1.7348 -5.1543 -2.9076 0.0 0.0 0.0 0.35
H 1.2392 -3.7730 -1.9102 0.0 0.0 0.0 0.26
H -0.4283 -4.0269 -3.6888 0.0 0.0 -0.1 0.54
H 0.8312 -4.2122 -4.9063 0.0 0.0 0.0 0.42
H -0.7671 0.7080 1.7544 0.1 0.1 0.1 -0.14
H -2.4744 -1.8067 3.7046 0.0 0.0 0.0 0.28
H -4.5365 0.6414 4.1593 0.0 0.0 0.0 0.30
H -3.9812 1.2517 5.7205 0.0 -0.1 0.0 0.23
H -4.0497 -0.5027 5.4393 0.0 0.0 0.0 0.33
H -0.6450 3.5195 3.8227 0.2 0.2 -0.2 0.68
C 6.5381 -6.7437 0.5642 0.4 0.1 0.3 -0.72
C 5.4703 -7.8227 0.7654 -0.1 0.0 0.0 0.88
C 5.5446 -9.0860 -0.0994 0.0 0.0 0.1 0.07
F 5.4075 -8.7822 -1.4055 0.0 0.0 0.0 -0.21
F 4.5310 -9.9034 0.2570 0.0 0.0 0.0 -0.26
F 4.2369 -7.2834 0.6848 0.0 0.0 0.0 -0.27
F 5.6478 -8.2727 2.0451 0.0 0.0 0.0 -0.33
O 6.1873 -5.6410 -0.2394 -0.5 0.0 -0.1 -0.37
C 6.3747 -5.6252 -1.5890 0.2 0.1 0.0 0.80
C 5.0502 -5.4642 -2.3467 0.0 0.0 0.0 0.44
F 4.2035 -6.4733 -2.0433 0.0 0.0 0.0 -0.26
F 5.3057 -5.5081 -3.6721 0.0 0.0 0.0 -0.29
F 7.0727 -6.6887 -2.0224 0.0 0.0 0.0 -0.29
F 7.1022 -4.5186 -1.8812 0.1 0.0 0.0 -0.30
H 6.6744 -6.3174 1.5564 0.0 0.0 0.0 0.39
H 7.4884 -7.1850 0.2618 -0.1 -0.1 -0.1 0.34
H 6.4936 -9.6038 0.0594 0.0 0.0 0.0 0.29
H 4.5777 -4.5160 -2.0957 0.0 0.0 0.0 0.10